(1)
C2H3NO2 | wB97M-V/def2-TZVPD

Properties
E, Ha: -283.2276
ΔE to the lowest compared entry with this formula, charge and spin, kcal/mol: 19.08
Multiplicity: 1

Element x y z (Å)
O: -2.63194 0.69599 -0.25990
C: -1.73240 0.48264 -0.91772
N: 0.02061 0.12555 0.88286
C: 1.01571 -0.31799 0.24203
O: 1.10419 -0.23670 -1.08887
H: 0.24321 0.10610 -1.40294
H: 0.08411 -0.04615 1.88084
H: 1.89651 -0.80944 0.66371

Atoms 1-6, force components in eV/Å:
O 0.81 -0.21 -0.86
C -1.38 0.35 0.59
N 0.29 -0.13 0.10
C 0.11 -0.09 0.27
O -0.16 0.05 -0.02
H 0.24 -0.03 -0.01

Charges computed using Löwdin, reported in e:
1 O 0.05
2 C 0.02
3 N 0.07
4 C -0.36
5 O 0.01
6 H 0.02
7 H 0.06
8 H 0.13

***

(2)
C2H5N | wB97M-V/def2-TZVPD

Properties
SMILES string: C1CN1
E, Ha: -133.8795
ΔE to the lowest compared entry with this formula, charge and spin, kcal/mol: 33.83
Multiplicity: 1

Element x y z (Å)
C: 0.66161 -0.50065 0.05316
C: -0.82055 -0.27818 0.00828
N: 0.16937 0.78134 -0.18622
H: 1.28296 -0.46110 0.92535
H: 1.29907 -0.99764 -0.77039
H: -1.43688 -0.34800 1.00847
H: -1.57116 -0.50015 -0.76904
H: 0.19409 1.51052 0.54047

Atoms 1-6, force components in eV/Å:
C 2.13 -1.22 -1.09
C -1.42 -0.02 2.59
N -1.98 2.40 -1.40
H -0.42 -1.15 1.12
H -1.50 0.80 0.88
H 1.70 0.32 -1.61

Charges computed using Löwdin, reported in e:
1 C -0.25
2 C -0.19
3 N -0.08
4 H 0.09
5 H 0.12
6 H 0.12
7 H 0.09
8 H 0.10

***

What is the E in the second record?
-133.8795 Ha

***

What is the formula in the first record?
C2H3NO2

***

Which formula does entry 1 have?
C2H3NO2